No. 1
Below is a molecular structure, C31H26Cl4F3N8O2PSTi, with properties calculated with ωB97M-V with the def2-TZVPD basis set.

The largest force on an atom comes out at 0.48 eV/Å. Its charge is +2. For the relative energy (zero: lowest compared OMol25 entry of this formula, charge and spin), the calculation gives 13.0 kcal/mol. As for the gap between HOMO and LUMO: 6.3 eV. For the HOMO energy, the calculation gives -13.7 eV.

```
77
Properties=species:S:1:pos:R:3:mulliken_charge:R:1
H 0.969 2.381 5.244 0.33
H -1.258 -1.858 1.613 0.62
N 0.437 2.604 -1.030 -0.23
H 4.492 0.653 -2.292 0.42
C -1.243 1.469 1.742 -1.31
C -5.784 0.121 -3.644 -0.81
H -0.279 -1.058 3.294 0.47
C -0.890 -2.655 0.981 -0.30
H 6.699 -2.532 2.076 0.47
C 0.441 -0.241 3.241 -1.18
N -2.245 0.304 -2.595 0.24
C 4.005 -1.150 0.592 0.26
N 0.161 0.718 4.296 0.19
N -0.256 -0.166 -1.801 0.93
Cl 1.321 6.042 -0.690 -0.07
C 4.753 -1.843 1.536 -0.64
C 6.114 -1.984 1.349 -0.62
N -8.928 1.355 -2.739 -0.43
C -3.662 0.528 -2.635 0.29
H -2.214 -4.148 1.732 0.48
H -0.282 3.860 2.178 0.42
C 4.651 -0.596 -0.542 1.23
C -6.374 0.957 -2.699 0.51
Cl 8.466 -1.628 0.074 -0.16
C 0.317 5.106 -1.799 0.77
N -1.279 2.205 2.995 0.18
C -4.418 -0.102 -3.610 -0.59
H -2.005 -0.248 -0.559 0.73
H 1.436 -0.670 3.371 0.37
N 0.100 -2.343 0.130 0.46
C 0.681 -5.606 -1.649 0.64
O 2.674 0.253 -1.543 -0.50
H 1.567 2.690 1.144 0.41
H -6.398 -0.358 -4.394 0.48
H -2.063 0.745 1.719 0.42
H -3.613 1.884 -0.970 0.53
H -1.363 2.148 0.896 0.29
C -0.903 -4.897 0.185 -0.22
C 0.104 -4.579 -0.702 -0.09
C 1.160 1.783 4.354 -0.87
C -4.232 1.374 -1.697 -0.08
H 2.536 1.569 2.112 0.40
H -1.292 -5.906 0.211 0.58
C 1.537 1.991 1.978 -1.26
C 0.384 3.696 -1.376 -0.30
Cl -1.371 5.616 -1.702 -0.07
P 0.378 0.586 1.574 3.28
N 1.115 2.667 3.190 0.20
F 0.094 -6.790 -1.492 -0.28
C -1.358 0.434 -3.642 -0.54
C -1.165 1.320 4.157 -0.99
Ti 1.342 -0.669 -0.469 -0.63
C -5.600 1.583 -1.725 -0.85
C -0.231 3.227 3.066 -0.96
H -0.423 3.845 3.943 0.30
H 4.264 -2.266 2.402 0.52
H -3.952 -0.766 -4.326 0.53
F 1.995 -5.756 -1.435 -0.21
C -7.794 1.179 -2.726 -0.09
S 1.816 -2.582 -1.739 -0.52
H -6.070 2.240 -1.006 0.47
Cl 0.917 5.219 -3.450 -0.07
C -0.133 0.145 -3.141 -1.08
C -1.545 -0.057 -1.514 -0.90
O 2.695 -0.974 0.758 -0.22
C 3.937 0.131 -1.509 -0.29
H -1.920 0.535 4.090 0.40
C 6.769 -1.427 0.239 0.02
H -1.364 1.911 5.051 0.29
H 0.819 0.145 -3.642 0.63
H 6.547 -0.293 -1.553 0.49
H -1.681 0.726 -4.626 0.58
C 0.583 -3.268 -0.709 0.76
C 6.052 -0.729 -0.694 -1.12
H 2.156 1.344 4.438 0.40
C -1.419 -3.921 1.038 -1.29
F 0.516 -5.221 -2.921 -0.21
```

=====

No. 2
Below is 2 unconnected molecules or ions with the total composition C2H6NO3S, with properties calculated with ωB97M-V with the def2-TZVPD basis set.

The largest force on an atom comes out at 2.68 eV/Å. Its charge is -1. For the relative energy (zero: lowest compared OMol25 entry of this formula, charge and spin), the calculation gives 72.1 kcal/mol. As for the gap between HOMO and LUMO: 8.1 eV. For the HOMO energy, the calculation gives -4.2 eV.

```
13
Properties=species:S:1:pos:R:3:mulliken_charge:R:1
H 0.919 1.357 -1.085 0.33
H 1.530 1.541 1.310 0.34
N 0.201 0.079 0.299 -0.62
O -0.528 0.346 2.677 -0.56
H -0.887 -1.747 1.372 0.22
H 0.850 -0.180 -1.597 0.29
C -1.241 -1.614 0.294 0.00
C 0.211 0.519 -1.043 -0.76
H -2.265 -1.045 0.268 0.18
H -0.769 0.466 -1.494 0.30
O 0.806 2.212 1.584 -0.58
O -0.978 -2.352 -0.645 -0.57
S -0.545 1.054 1.366 0.44
```

=====

No. 3
Below is C5H9NO2 in the gas phase, with properties calculated with ωB97M-V with the def2-TZVPD basis set.

The largest force on an atom comes out at 2.48 eV/Å. As for the SMILES: N[C@H]1[C@@H]2C[C@H]1OCO2. For the relative energy (zero: lowest compared OMol25 entry of this formula, charge and spin), the calculation gives 62.6 kcal/mol. As for the gap between HOMO and LUMO: 10.3 eV. For the HOMO energy, the calculation gives -9.4 eV.

```
17
Properties=species:S:1:pos:R:3:mulliken_charge:R:1
H 0.367 0.984 -1.991 0.42
H -1.235 -1.819 0.538 0.40
C -1.389 0.273 -0.658 -0.90
C -0.763 -0.829 0.273 -0.05
C 0.003 1.078 1.278 -0.16
H -0.881 1.719 1.390 0.32
H 2.347 -0.289 -0.102 0.34
H 1.623 -1.262 0.871 0.32
N 1.791 -1.169 -0.144 -0.79
H -1.981 1.062 -0.263 0.32
H 0.885 1.266 1.970 0.23
H -1.931 -0.135 -1.481 0.36
O -0.334 -0.264 1.456 -0.45
H 0.294 -1.636 -1.460 0.46
C 0.456 -0.888 -0.693 -0.23
O 0.635 1.336 0.030 -0.45
C 0.113 0.573 -1.013 -0.15
```

=====

No. 4
Below is a molecular structure, C9H14Cl7HgN2O6, with properties calculated with ωB97M-V with the def2-TZVPD basis set.

The largest force on an atom comes out at 3.68 eV/Å. As for the expectation value of S²: 0.75. Its spin multiplicity is 2. As for the gap between HOMO and LUMO (spin up / spin down): 9.3 / 6.3 eV. For the HOMO energy (spin up / spin down), the calculation gives -10.1 / -10.1 eV.

```
39
Properties=species:S:1:pos:R:3:mulliken_spin:R:1
H -2.225 -2.272 -1.083 0.00
O -1.322 -0.805 1.733 0.00
N -3.973 -1.185 -0.486 0.08
H 0.920 3.568 3.153 0.00
O 0.055 -1.652 0.157 0.00
H 5.186 0.591 1.589 0.00
O 6.053 2.855 0.811 0.00
H 1.271 0.940 -3.382 0.00
H -5.747 -0.080 -0.291 0.00
Cl 1.047 1.788 4.668 0.00
C 2.771 -3.533 1.548 0.00
O 4.343 3.328 1.946 0.00
N 5.001 2.571 1.338 0.00
H 0.240 1.975 2.420 0.00
H -0.180 0.078 -2.737 0.00
Cl 3.816 -4.362 2.753 0.00
C -3.036 -1.629 -1.393 0.00
C 0.385 2.627 3.281 0.00
C -4.960 -0.409 -0.953 0.00
H 3.268 -2.680 1.088 0.00
Hg -3.826 -1.542 1.857 0.88
Cl 0.139 -0.032 -5.164 0.00
Cl -0.921 2.024 -3.353 0.00
H -3.947 0.217 -4.082 0.00
O -0.529 0.558 0.081 0.00
C -5.004 0.047 -2.276 0.02
H -2.088 -1.210 -3.369 0.00
Cl -1.128 3.198 3.916 0.00
C -2.938 -1.100 -2.712 0.01
O 0.980 -0.332 1.737 0.01
C 0.217 0.706 -3.535 0.00
Cl -0.184 -0.507 0.913 0.00
H 3.472 1.233 1.729 0.00
H 2.057 -3.064 2.225 0.00
C -3.963 -0.213 -3.092 -0.01
Cl 1.936 -4.564 0.356 0.00
C 4.406 1.226 1.167 0.00
H 4.269 1.057 0.099 0.00
H -5.860 0.584 -2.657 0.00
```

=====

No. 5
Below is a molecular structure, C37H66FeN9O, with properties calculated with ωB97M-V with the def2-TZVPD basis set.

The largest force on an atom comes out at 4.88 eV/Å. Its charge is +2. As for the expectation value of S²: 8.77. Its spin multiplicity is 6. As for the gap between HOMO and LUMO (spin up / spin down): 9.6 / 6.8 eV. For the HOMO energy (spin up / spin down), the calculation gives -15.1 / -15.1 eV.

```
114
Properties=species:S:1:pos:R:3:mulliken_spin:R:1
H 0.182 -7.284 2.488 0.00
C -0.395 3.049 2.421 0.00
H 4.379 0.961 3.110 0.00
H 4.876 -0.565 -1.679 0.00
N -0.212 -1.270 -3.299 0.01
N 2.184 -1.922 -1.567 0.07
H -4.809 -0.435 -0.517 0.00
H 0.235 3.462 -3.514 0.00
C 2.525 -0.013 2.528 0.00
H -6.631 1.917 0.232 0.00
H 0.324 1.440 -5.351 0.00
C 2.840 3.042 0.105 0.00
H 4.268 -2.067 3.769 0.00
H -7.236 -0.879 -0.875 0.00
H -2.015 0.182 -5.386 0.00
C -0.031 0.727 -6.093 0.00
C 5.357 -2.365 -2.908 0.00
C -1.049 -0.289 -5.569 0.00
H 2.710 0.018 1.451 0.00
C -1.218 -0.175 5.092 0.00
C -2.545 -2.395 2.251 0.00
H -1.803 4.592 2.289 0.00
H -0.043 1.349 -0.162 0.06
H -4.165 1.120 -0.034 0.00
H -2.066 -0.181 5.774 0.00
C -4.985 0.423 0.137 0.00
C -3.267 2.758 3.580 0.00
H -0.109 -4.878 2.855 0.00
C -3.071 2.636 -2.653 0.00
H 5.226 -1.980 -0.739 0.00
C 3.490 4.339 0.626 0.00
H -0.839 0.850 5.117 0.00
C -0.598 -0.813 -4.274 0.02
H 5.023 -3.404 -2.873 0.00
H 2.843 5.201 0.467 0.00
C 1.159 -7.206 0.540 0.00
H 4.904 3.696 2.093 0.00
H -3.687 3.220 1.515 0.00
C 3.323 -1.828 -1.608 0.00
H -1.494 -2.723 4.006 0.00
H -0.334 1.848 -2.995 0.00
C -7.478 0.048 -0.356 0.00
C 1.713 -1.186 2.859 0.00
N 0.572 2.622 2.874 0.00
H -8.355 0.503 -0.818 0.00
H 3.249 3.820 2.758 0.00
N 1.046 -2.078 3.137 0.00
C -2.173 -1.965 3.608 0.00
H -1.421 3.753 0.792 0.00
H -4.014 2.973 -3.087 0.00
C 4.712 -1.201 3.281 0.00
C 3.826 0.051 3.336 0.00
C 1.170 0.084 -6.803 0.00
C -1.614 3.608 1.858 0.00
H -0.554 1.367 -6.807 0.00
H -0.365 -0.768 5.422 0.00
C 0.184 -6.680 1.582 0.00
C 3.980 4.275 2.086 0.00
H 0.877 -0.740 -7.450 0.00
H -6.100 1.387 -1.348 0.00
H 5.522 -2.167 -5.012 0.00
H 1.948 0.884 2.771 0.00
H 2.103 -7.460 1.034 0.00
N 0.339 -3.513 0.110 0.02
H -2.550 2.162 4.149 0.00
H -2.364 0.139 3.294 0.00
H 3.508 0.170 4.377 0.00
C 0.427 -4.277 0.957 0.01
H 0.867 -8.176 0.141 0.00
C 0.525 -5.240 2.043 0.00
H -2.820 1.792 1.640 0.00
N -3.217 0.037 -2.945 0.00
H 4.357 4.494 -0.019 0.00
N 4.550 1.112 -0.203 0.00
H -3.005 2.837 -1.584 0.00
Fe 0.072 -2.283 -1.537 4.13
H -3.109 -2.088 4.161 0.00
N -2.750 -2.685 1.160 0.00
H -4.247 2.317 3.757 0.00
H -2.050 3.228 -4.478 0.00
C 3.828 1.994 -0.054 0.00
H 2.139 2.587 0.816 0.00
C -1.605 -0.553 3.664 0.00
H -0.229 0.341 1.295 0.06
N -5.047 -0.534 2.563 0.00
C -3.111 1.176 -2.836 0.00
H -1.192 -1.137 -6.240 0.00
H -0.427 3.149 -1.883 0.00
H 1.537 -5.160 2.451 0.00
H -7.814 -0.183 0.657 0.00
H 6.443 -2.393 -2.891 0.00
C -6.315 1.040 -0.334 0.00
H -0.772 -0.456 2.966 0.01
C -4.999 -0.088 1.507 0.00
C 4.777 -1.657 -1.680 0.00
H -1.594 0.558 0.275 0.03
O -0.148 -0.700 -0.450 0.63
H -3.271 3.735 4.064 0.00
H 5.081 -0.669 -4.260 0.00
C 4.887 -1.743 -4.234 0.00
H 1.749 0.812 -7.370 0.00
H 3.847 -1.923 -4.504 0.00
H 4.204 5.251 2.510 0.00
C -2.881 2.777 2.111 0.00
H 1.892 -0.241 -6.048 0.00
H 4.893 -1.422 2.226 0.00
H 1.385 -6.476 -0.236 0.00
H -0.844 -6.663 1.218 0.00
C -0.505 0.445 0.239 -0.06
C -1.921 3.330 -3.399 0.00
H -2.061 4.394 -3.203 0.00
H 5.664 -1.007 3.770 0.00
C -0.524 2.924 -2.950 0.00
H 2.325 3.177 -0.848 0.00
```

=====

No. 6
Below is a molecular structure, C17H14N2O5S3Tl, with properties calculated with ωB97M-V with the def2-TZVPD basis set.

The largest force on an atom comes out at 3.65 eV/Å. Its charge is -1. For the relative energy (zero: lowest compared OMol25 entry of this formula, charge and spin), the calculation gives 17.1 kcal/mol. As for the gap between HOMO and LUMO: 7.7 eV. For the HOMO energy, the calculation gives -5.1 eV.

```
42
Properties=species:S:1:pos:R:3:mulliken_charge:R:1
H -13.748 0.875 -7.390 0.33
C -11.644 -1.688 -4.816 -0.27
C -9.385 -2.861 -8.084 0.68
S -11.040 0.373 -6.274 -0.23
O -8.291 -3.458 -7.556 -0.47
H -10.005 -3.956 -2.959 0.47
S -16.716 0.286 -9.578 -0.40
O -18.709 0.815 -7.817 -0.34
H -6.326 -3.025 -7.866 0.28
O -13.907 -2.021 -9.377 -0.82
C -11.453 -2.741 -3.990 -0.23
C -9.277 -1.364 -5.043 -0.59
H -8.411 -0.752 -5.325 0.38
C -10.723 -3.253 -7.941 -0.73
H -8.089 -2.787 -4.032 0.39
C -10.562 -0.960 -5.304 0.98
H -11.112 -4.112 -7.340 0.42
H -14.710 0.101 -6.408 0.12
C -12.767 -0.168 -5.931 0.58
C -13.161 -2.826 -8.766 0.81
Tl -16.173 -2.677 -9.055 0.48
C -9.857 -0.987 -9.613 -1.29
C -17.537 0.095 -8.055 0.33
H -9.541 -0.147 -10.197 0.48
C -9.090 -2.459 -4.170 -0.51
H -11.892 -0.818 -10.031 0.31
O -13.554 -3.858 -8.196 -0.82
H -18.986 2.341 -9.157 0.26
C -11.162 -1.458 -9.526 -0.35
C -7.220 -3.072 -8.388 -0.26
H -12.420 -3.196 -3.714 0.35
H -19.394 0.631 -9.724 0.35
H -7.080 -3.683 -9.255 0.30
S -17.005 -0.874 -6.728 -0.44
C -10.181 -3.219 -3.693 -0.78
N -12.931 -1.202 -5.262 -0.57
N -13.840 0.565 -6.441 -0.47
C -19.422 1.371 -8.911 -0.69
H -20.429 1.463 -8.548 0.23
C -8.981 -1.812 -8.899 1.18
O -7.563 -1.762 -8.849 -0.52
C -11.639 -2.523 -8.713 0.08
```

=====

No. 7
Below is C6H6Cl2O in the gas phase, with properties calculated with ωB97M-V with the def2-TZVPD basis set.

The largest force on an atom comes out at 3.48 eV/Å. As for the SMILES: O/C(Cl)=C/C=C\C=C\Cl. For the relative energy (zero: lowest compared OMol25 entry of this formula, charge and spin), the calculation gives 69.1 kcal/mol. As for the gap between HOMO and LUMO: 8.8 eV. For the HOMO energy, the calculation gives -8.5 eV.

```
15
Properties=species:S:1:pos:R:3:mulliken_charge:R:1
H 0.965 0.368 -3.575 0.31
Cl 0.289 1.799 -1.549 -0.14
Cl -3.714 0.402 -0.921 -0.19
H 1.332 -1.651 -0.479 0.29
C -0.372 0.437 1.284 -0.12
H -2.396 1.701 1.166 0.20
C 0.952 -0.564 -0.571 -0.78
H 1.603 -0.326 1.486 0.33
C 0.737 -0.175 0.809 -0.25
O 1.318 -0.211 -2.911 -0.47
C -2.181 0.019 -0.208 -0.11
C 0.779 0.164 -1.667 0.60
H -0.339 0.543 2.397 0.27
C -1.683 0.792 0.760 -0.35
H -1.697 -0.844 -0.641 0.40
```

=====

No. 8
Below is a molecular structure, C39H27CrF5O2P2Se, with properties calculated with ωB97M-V with the def2-TZVPD basis set.

The largest force on an atom comes out at 3.62 eV/Å. As for the expectation value of S²: 6.03. For the relative energy (zero: lowest compared OMol25 entry of this formula, charge and spin), the calculation gives 0.0 kcal/mol. Its spin multiplicity is 5. As for the gap between HOMO and LUMO (spin up / spin down): 6.8 / 7.2 eV. For the HOMO energy (spin up / spin down), the calculation gives -6.8 / -7.2 eV.

```
77
Properties=species:S:1:pos:R:3:mulliken_spin:R:1
H -2.281 5.062 2.287 0.00
C -1.781 -1.198 1.625 0.01
H -1.934 -1.868 -0.414 0.00
H 1.472 -0.766 4.022 0.00
H -3.562 -0.994 -7.617 0.00
C -2.096 2.076 -0.208 0.00
H -1.724 -1.129 -6.033 0.00
P -0.031 -1.368 1.545 -0.04
C -0.841 -1.749 -2.782 -0.67
C 5.946 1.043 -2.021 0.00
C -1.109 3.445 1.600 0.00
C 4.027 2.999 1.876 0.00
H 4.069 3.950 -1.363 0.00
C 4.919 -0.208 -0.260 0.01
H -6.048 -3.295 -4.858 0.00
H -4.293 4.464 0.871 0.00
C 3.730 3.519 -0.438 0.00
C -5.126 -2.748 -5.048 -0.01
C 4.894 0.738 -2.828 0.01
C -4.400 -0.549 1.434 0.00
H -0.655 -4.102 2.291 0.00
C -2.434 -0.639 2.733 0.00
C 5.971 0.568 -0.685 0.00
C 0.386 -4.546 4.136 0.00
F 6.942 1.862 -2.404 0.00
C -3.361 3.881 0.784 0.00
C -1.807 -1.895 -3.499 0.63
C -1.035 2.394 0.635 0.00
C -2.271 4.194 1.627 0.00
C 4.555 3.483 0.687 0.00
H 0.292 0.720 2.735 0.00
H 2.276 2.110 2.943 0.00
C -4.076 -2.695 -4.138 0.02
F 4.866 1.321 -4.050 0.00
O 0.391 -1.859 0.185 -0.12
F 6.962 0.844 0.186 0.00
C 2.710 2.486 1.969 0.00
H -0.308 3.807 2.203 0.00
C -2.870 -2.049 -4.454 -0.01
Se 2.374 -0.514 -3.550 0.00
P 0.517 1.453 0.464 0.00
C -2.697 -1.450 -5.724 0.02
O 0.515 0.846 -0.927 -0.04
C -3.268 2.843 -0.150 0.00
F 2.795 -1.134 -0.529 0.05
H 1.302 -4.420 6.165 0.00
H 5.563 3.919 0.638 0.00
H 4.604 3.064 2.799 0.00
H 0.068 -5.542 4.201 0.00
C 1.173 -1.829 4.017 0.00
C -3.742 -0.290 2.608 0.00
H -1.967 1.217 -0.853 0.01
C 0.474 -2.370 2.954 0.01
H 1.931 2.715 -1.300 0.00
C 1.466 -2.593 5.118 0.00
Cr 0.779 -1.144 -1.733 4.10
H -4.169 -3.104 -3.144 0.00
H -4.249 0.129 3.440 0.00
C 1.965 2.421 0.802 0.00
C 0.673 0.186 1.804 0.01
F 4.978 -0.751 0.974 0.00
C -0.019 -3.693 3.067 0.00
H -5.447 -0.289 1.312 0.00
C -4.911 -2.118 -6.277 0.02
H -4.069 2.711 -0.847 0.00
H 1.746 0.043 1.894 0.00
C -2.444 -1.440 0.427 -0.01
C 1.056 -3.909 5.222 0.00
H -1.890 -0.549 3.662 0.00
C -3.752 -1.472 -6.642 -0.01
C 3.828 -0.455 -1.098 0.04
C 2.509 2.890 -0.403 0.00
H -4.363 -1.253 -0.570 0.00
C 3.809 -0.040 -2.412 -0.04
H -5.741 -2.123 -6.986 0.00
C -3.794 -1.112 0.349 0.00
H 2.032 -2.154 5.952 0.00
```

=====

Question: Look up the largest force on an atom of the sixth one.
Answer: 3.65 eV/Å

=====

Question: Which of these has the highest largest force on an atom?
Answer: C37H66FeN9O